1.
# C2H4N3PS

An isolated molecule of C2H4N3PS at a distorted geometry (ωB97M-V/def2-TZVPD, the OMol25 dataset).

```
11
Properties=species:S:1:pos:R:3:forces:R:3
N -2.003785 -2.313003 0.093857 0.1 -1.2 0.3
H -2.524196 -3.244920 0.313903 1.4 2.4 -0.5
H 1.186956 0.986058 -1.017372 -0.1 0.2 0.7
C 0.639088 0.898892 -0.055679 2.6 -0.4 0.3
S 1.384698 -2.422006 0.441901 -0.4 0.0 -0.2
H 1.379297 0.842094 0.825635 -1.1 -0.4 -1.4
N -0.217694 -0.273123 -0.190018 -1.1 -1.7 0.7
C 0.172581 -1.498013 0.062198 -0.5 1.2 0.3
P -2.725090 -0.942723 -0.288358 0.6 -0.1 -0.1
N -1.510136 0.115085 -0.489953 -1.0 -0.2 0.0
H 0.038386 1.770751 0.086370 -0.6 0.2 0.0
```
Forces are in eV/Å.

Output
Net charge   0
E   -26729.919 eV
HOMO-LUMO gap   7.46 eV
Strongest force on any atom   2.85 eV Å⁻¹
Highest occupied orbital energy   -8.30 eV
Lowest unoccupied orbital energy   -0.84 eV
Relative energy (zero: lowest compared OMol25 entry of this formula, charge and spin)   53.9 kcal per mole

2.
# C55H43F2N3O3P2Pd

C55H43F2N3O3P2Pd as an isolated structure at a distorted geometry (ωB97M-V/def2-TZVPD, the OMol25 dataset).

```
109
Properties=species:S:1:pos:R:3:forces:R:3
C -4.534781 1.752216 0.855523 -0.1 0.1 0.1
H 4.676578 -4.231027 2.815840 0.0 0.0 0.0
H -4.549180 -0.425754 3.808095 0.0 0.0 0.0
C -5.384391 1.414706 -0.178667 0.2 0.0 0.1
C 2.205740 0.185760 -2.360432 0.0 0.0 0.1
C -3.845326 -3.109713 -0.240957 0.0 0.1 0.1
H -1.730500 6.398663 -0.307398 0.0 0.0 0.0
C 2.766803 -1.525231 0.526801 -0.2 -0.2 -0.1
F -5.130367 2.249352 1.972438 0.0 -0.1 -0.1
H 3.041705 -3.755817 3.288478 0.0 0.0 0.0
H 2.697383 2.288886 1.582467 0.0 0.0 0.0
H 3.208747 -1.258180 -5.804957 0.0 0.0 0.0
H 3.964245 -5.827772 0.298424 0.0 0.0 0.0
C -1.966606 -1.541102 1.925636 0.1 -0.1 -0.1
H -0.607585 -1.567507 5.029006 0.0 0.0 0.0
H -0.532108 -6.568172 0.785463 0.0 0.0 0.0
H 0.435717 -1.000819 -2.555061 0.1 0.0 0.0
H 1.990738 2.928606 -2.597287 0.0 0.0 0.0
H -3.611752 3.527484 2.793759 0.0 0.0 0.0
C -4.751027 -3.418575 -2.446638 0.0 0.0 0.0
O 1.467593 -1.843462 0.290398 0.0 0.1 0.0
N -0.828614 4.914750 -1.499867 -0.1 0.0 0.0
C 1.851912 -4.144189 0.835631 -0.1 -0.1 0.0
C -1.018262 3.590982 -3.448546 0.0 0.0 0.1
C 2.980634 4.280095 0.873755 0.0 0.0 0.0
C 2.944342 5.133147 -0.218393 0.0 0.0 0.0
H 3.988427 -4.493833 -0.861358 0.0 0.0 0.0
C 3.619063 -4.352274 2.581610 0.0 0.0 0.0
C -1.704831 3.502848 3.760951 0.1 0.0 0.1
C -3.426157 0.671227 -1.401026 -0.2 0.1 0.2
C -3.691775 -2.700414 -2.981141 0.0 0.0 0.0
C -0.911852 -4.491004 0.423868 0.0 -0.1 0.0
H 0.800015 1.456987 2.830613 0.0 0.0 0.0
C -0.366945 -3.218228 0.321784 0.0 -0.1 0.1
C 2.322009 2.432104 -0.530973 -0.1 0.0 0.0
H -1.916339 -1.580094 -2.559658 0.0 0.0 0.0
H -1.973169 -4.641038 0.285590 0.0 0.0 0.0
H 6.317742 -0.293027 1.109642 0.0 0.0 0.0
C 1.009280 -3.101760 0.485677 0.1 0.2 0.0
C -0.989307 4.788096 -2.845775 0.1 0.0 0.0
N -0.717284 2.570012 -1.266508 -0.1 -0.3 -0.6
C -3.238085 -1.085739 2.253150 -0.1 0.0 0.0
C -0.444549 2.924402 3.788644 -0.1 0.1 0.0
C 3.761212 0.053446 -4.197708 0.0 0.0 0.0
H 5.756574 -2.643553 1.517910 0.0 0.0 0.0
C -2.274238 2.070701 1.937177 0.1 -0.3 -0.3
H 5.245345 -4.621409 0.373898 0.0 0.0 0.0
C -0.172050 1.940448 2.858665 -0.1 -0.1 0.0
C -3.561681 -0.799641 3.572700 0.0 0.0 0.0
H -5.644531 -4.190553 -0.654851 0.0 0.0 0.0
N -1.053023 1.525659 1.959249 -0.1 -0.1 0.2
C 2.668015 2.939753 0.717208 0.0 0.0 0.1
C -1.026896 -1.715837 2.938615 0.0 0.0 0.0
H 2.556361 5.296133 -2.325060 0.0 0.0 0.0
H 1.866260 -6.257448 1.195960 0.0 0.0 0.0
F -5.571795 0.585452 -2.360389 0.0 0.0 0.1
C 3.403986 0.564076 -2.960825 0.1 0.0 0.0
C -0.806408 6.214863 -0.856834 0.0 0.0 0.0
H -3.014984 0.278362 -2.317435 0.0 0.1 0.0
H -3.628598 -2.529268 -4.046690 0.0 0.0 0.0
C -4.783939 0.898793 -1.307068 0.0 -0.1 -0.2
H -3.973141 -0.906013 1.481184 0.0 -0.1 -0.1
H 1.089611 -1.955523 -4.734029 0.0 0.0 0.0
C -2.619055 -0.969081 4.574262 0.0 0.0 0.0
C -2.723329 -2.174670 -2.142167 0.1 0.0 -0.1
C 1.745095 -1.251281 -4.239311 0.0 0.0 0.0
C 1.381272 -0.724359 -3.008961 -0.2 0.0 0.0
H 4.690759 0.360764 -4.658105 0.0 0.0 0.0
C 2.594226 4.638251 -1.466216 0.0 0.0 0.0
C -2.608036 0.959701 -0.312411 -1.2 0.1 0.1
Pd -0.719418 0.566633 -0.400754 1.0 0.1 0.3
C 4.348472 0.241116 0.447872 0.1 -0.1 0.0
C -0.098913 -5.580663 0.712503 0.0 0.1 0.0
C 2.931270 -0.858168 -4.838635 0.0 0.0 0.0
H 3.182271 6.181976 -0.097034 0.0 0.0 0.0
H -3.907664 -3.293941 0.823787 0.0 0.1 0.0
P -1.400105 -1.690859 0.197744 0.0 0.3 -0.1
C 4.984151 -1.967744 1.172860 0.0 0.0 0.0
H -2.869895 -0.736862 5.600071 0.0 0.0 0.0
C 1.257412 -5.400249 0.936499 0.0 0.0 0.0
H -1.960913 4.290705 4.456936 0.0 0.0 0.0
H 3.241070 4.659098 1.852604 0.0 0.0 0.0
C -0.687204 3.792007 -0.671561 0.1 -0.2 0.1
C -2.791902 -2.365821 -0.764154 0.1 0.0 -0.1
H 0.310536 3.234955 4.496372 0.0 0.0 0.0
H -0.025288 -2.055122 2.701758 0.0 0.0 0.0
C -4.824682 -3.625412 -1.076456 0.0 0.0 -0.1
H 3.363363 -5.401128 2.730661 0.0 0.0 0.0
C 5.308479 -0.639894 0.938936 -0.1 0.0 0.0
H 0.022186 6.258448 -0.152792 0.0 0.0 0.0
C -3.153726 1.581545 0.834082 0.0 0.2 0.0
H -1.081209 5.719066 -3.390574 0.0 0.0 0.0
H 4.072640 1.253253 -2.458876 0.0 0.0 0.0
O -0.923692 1.257481 -3.087883 0.0 0.1 -0.3
H -0.680753 6.976378 -1.625083 0.0 0.0 0.0
O -0.523822 3.967723 0.525712 0.0 0.1 0.1
C 2.282290 3.296301 -1.621768 0.0 0.0 0.0
C 3.053502 -0.201304 0.227982 0.2 0.3 0.0
P 1.734142 0.714814 -0.671300 0.0 0.0 -0.2
C -2.634750 3.076828 2.833314 0.1 -0.1 0.0
H -6.450176 1.560088 -0.104802 0.0 0.0 0.0
H -1.135826 3.491535 -4.514406 0.0 0.0 0.0
H -5.519900 -3.813837 -3.096493 0.0 0.0 0.0
C -1.350941 -1.435528 4.254186 0.0 0.0 0.0
C 4.183841 -4.767135 0.175636 0.0 0.0 0.0
H 4.618776 1.265150 0.225313 0.0 0.0 0.0
C -0.893920 2.401380 -2.624155 0.1 -0.2 0.2
C 3.693281 -2.452868 0.959182 0.2 0.0 0.1
C 3.332121 -3.923307 1.135340 0.0 0.0 0.0
```
Forces are in eV/Å.

Output
Net charge   0
E   -95841.282 eV
HOMO-LUMO gap   7.99 eV
Strongest force on any atom   1.16 eV Å⁻¹
Highest occupied orbital energy   -7.45 eV
Lowest unoccupied orbital energy   0.53 eV

3.
# C6H6LiO6Tl

C6H6LiO6Tl as an isolated structure at a distorted geometry (ωB97M-V/def2-TZVPD, the OMol25 dataset).

```
20
Properties=species:S:1:pos:R:3:forces:R:3
H -5.042758 -1.332616 1.566587 0.2 0.2 0.0
C -1.698357 1.596167 0.232825 0.2 0.4 0.3
C -2.916380 -0.765490 1.217520 7.6 1.2 -1.8
Tl -0.685425 -0.367292 3.846827 -2.2 -1.1 3.7
C 1.369461 0.702742 1.976727 0.5 1.4 -1.0
C -4.362662 -0.592901 1.136698 0.0 -0.7 0.5
O -3.576973 -1.067422 0.037903 -1.0 0.7 -0.9
H 0.018852 -1.020350 -0.061366 0.1 0.0 0.0
H -1.610828 2.633581 0.559047 -0.1 -0.3 -0.1
C -1.773405 0.533162 1.335252 -3.2 1.5 -0.4
H -4.757643 0.418601 1.005041 0.2 -0.2 0.2
H -1.780347 -1.259730 1.107297 -3.7 -1.5 2.0
O 2.491594 1.177016 2.231297 -0.1 -0.5 0.4
O -1.793964 0.934374 2.625319 -0.3 0.5 -0.7
Li 2.783395 -0.417537 3.336861 -0.4 0.5 -0.4
O 0.606300 1.370430 1.102478 0.0 0.1 0.2
H -2.253798 1.413712 -0.688754 0.3 -0.1 0.2
O -0.128993 -0.158564 -0.466408 0.1 -0.3 -0.3
C -0.510251 0.736770 0.508825 -0.8 -1.0 0.0
O 0.945670 -0.362171 2.528147 2.3 -1.0 -1.9
```
Forces are in eV/Å.

Output
Net charge   0
E   -23498.488 eV
HOMO-LUMO gap   6.51 eV
Strongest force on any atom   7.91 eV Å⁻¹
Highest occupied orbital energy   -7.59 eV
Lowest unoccupied orbital energy   -1.08 eV
Relative energy (zero: lowest compared OMol25 entry of this formula, charge and spin)   35.3 kcal per mole

> Which of these has the lowest E?

C55H43F2N3O3P2Pd